Entry 1:
Computed, not measured: the molecule C4H2O2, with ωB97M-V/def2-TZVPD.

Structure (XYZ):
```
8
Properties=species:S:1:pos:R:3:lowdin_charge:R:1
O -1.51654 0.00445 1.18339 0.10
C -1.28750 -0.35780 0.06324 -0.23
C 0.07160 -0.19399 -0.58978 -0.30
C 0.27557 -0.72404 -1.76543 0.29
C 1.18119 0.52145 0.15760 -0.22
O 1.23543 0.54399 1.35486 0.10
H -2.05960 -0.81522 -0.57601 0.13
H 1.92511 1.03050 -0.47648 0.13
```

## Properties
- HOMO: -10.5 eV
- Energy above the lowest of the compared OMol25 structures with the same formula, charge and spin: 52.21 kcal per mole
- LUMO energy: -1.7 eV
- Orbital gap: 8.80 eV
- E_tot: -303.926614 a.u.

=====

Entry 2:
Computed, not measured: the molecule C3H3ClFN in a non-equilibrium geometry, with ωB97M-V/def2-TZVPD.

Structure (XYZ):
```
9
Properties=species:S:1:pos:R:3:lowdin_charge:R:1
C 1.29350 0.71629 0.81137 -0.10
C -0.86574 -0.55308 -1.16543 -0.18
C -0.68356 -0.02149 -0.00167 -0.75
N 0.31396 1.11375 0.16813 0.00
F -1.80788 -1.52304 -1.31329 -0.02
Cl -1.35293 -0.55654 1.45267 0.74
H 2.14941 1.32916 1.00880 0.07
H 1.38205 -0.32047 1.20594 0.08
H -0.42882 -0.18459 -2.16651 0.16
```

## Properties
- HOMO: -9.6 eV
- Energy above the lowest of the compared OMol25 structures with the same formula, charge and spin: 38.37 kcal per mole
- SMILES string: C=N/C(Cl)=C/F
- LUMO energy: 0.7 eV
- Orbital gap: 10.23 eV
- E_tot: -730.852804 a.u.

=====

Entry 3:
Computed, not measured: a cluster of 2 separate species, Br2H2O2Si in total in a non-equilibrium geometry, with ωB97M-V/def2-TZVPD.

Structure (XYZ):
```
7
Properties=species:S:1:pos:R:3:lowdin_charge:R:1
O -0.68220 0.23146 -1.43135 -0.37
O -0.30783 0.43500 1.22992 -0.18
Si -1.28482 -0.02580 -0.00454 -0.67
Br -3.16454 1.19919 0.00225 0.34
Br -1.82843 -2.12384 -0.07868 0.45
H -1.23532 1.85898 -1.85436 0.38
H -0.51817 -0.09445 2.01069 0.05
```

## Properties
- HOMO (alpha / beta): -10.7 / -10.6 eV
- Energy above the lowest of the compared OMol25 structures with the same formula, charge and spin: 99.09 kcal per mole
- LUMO energy (alpha / beta): -2.7 / -2.7 eV
- Orbital gap (alpha / beta): 7.99 / 7.98 eV
- E_tot: -5589.247282 a.u.

=====

Entry 4:
Computed, not measured: the molecule C6H8O2 in a non-equilibrium geometry, with ωB97M-V/def2-TZVPD.

Structure (XYZ):
```
16
Properties=species:S:1:pos:R:3:lowdin_charge:R:1
C -0.84393 2.07040 1.23948 0.07
C -0.12475 1.13698 0.67942 -0.30
C -0.08497 -0.31965 -1.57872 -0.12
C 0.51772 -1.58727 -0.78953 -0.11
C 0.00030 -1.15989 0.55116 -0.30
C 0.70280 -0.05090 1.06086 -0.28
H -1.49353 2.93998 0.78339 0.12
H -0.60766 2.18584 2.28363 0.06
H -1.12772 -0.49235 -2.01224 0.13
H 0.54414 0.09334 -2.46129 0.14
H 1.62366 -1.45732 -1.09971 0.14
H 0.14921 -2.64092 -0.88747 0.12
H -1.14191 -0.86723 0.20218 0.21
H 1.68453 0.25589 0.86983 0.15
O -0.14016 0.95900 -0.75187 -0.14
O 0.34227 -1.06592 1.91089 0.11
```

## Properties
- HOMO: -9.1 eV
- Energy above the lowest of the compared OMol25 structures with the same formula, charge and spin: 139.94 kcal per mole
- SMILES string: C=C1OCC[C@H]2O[C@H]12
- LUMO energy: 1.0 eV
- Orbital gap: 10.16 eV
- E_tot: -383.687114 a.u.

=====

Entry 5:
Computed, not measured: a structure of composition C7H5O3PS in a non-equilibrium geometry, with ωB97M-V/def2-TZVPD.

Structure (XYZ):
```
17
Properties=species:S:1:pos:R:3:lowdin_charge:R:1
C 1.01453 0.53105 -0.08118 -0.16
C 0.14511 0.82239 0.95979 -0.14
C 0.65786 -0.44147 -1.01162 -0.13
C -1.05521 0.15147 1.07958 -0.04
C -0.54156 -1.10618 -0.90231 -0.09
C -1.42681 -0.82836 0.14870 -0.31
C -2.65376 -1.55254 0.27514 -0.67
O -3.64766 -1.13031 1.20640 -0.24
O -4.44997 0.13340 -0.99265 -0.41
O -5.27786 -2.27167 -0.61056 -0.39
P -4.23899 -1.23146 -0.41891 0.34
S -1.90457 -3.72770 0.37575 -0.19
H 1.96463 1.05090 -0.16901 0.07
H 0.41149 1.58788 1.68601 0.08
H 1.33306 -0.67704 -1.82866 0.08
H -1.73561 0.38123 1.88725 0.10
H -0.81861 -1.87516 -1.60931 0.08
```

## Properties
- HOMO: 0.3 eV
- Net charge: -2
- Energy above the lowest of the compared OMol25 structures with the same formula, charge and spin: 0.00 kcal per mole
- LUMO energy: 5.7 eV
- Orbital gap: 5.42 eV
- E_tot: -1235.023459 a.u.

=====

Entry 6:
Computed, not measured: the molecule C11H12N2O2 in a non-equilibrium geometry, with ωB97M-V/def2-TZVPD.

Structure (XYZ):
```
27
Properties=species:S:1:pos:R:3:lowdin_charge:R:1
C -3.92327 0.79871 0.52399 -0.10
C -3.45944 1.73078 -0.39183 -0.08
C -3.05292 -0.14347 1.04145 -0.09
C -2.14061 1.71522 -0.79785 -0.02
C -1.72555 -0.16082 0.65703 -0.03
C -1.26006 0.76660 -0.27497 -0.26
C 2.11975 1.63867 0.21673 -0.22
C 2.12224 0.26495 0.02627 -0.19
C 0.93416 2.26319 -0.14004 -0.23
C 3.27624 -0.64071 0.25440 0.01
C 0.69533 -1.51931 -0.90696 -0.02
N 0.05612 0.82086 -0.71256 0.06
N 0.94032 -0.18749 -0.41793 -0.14
O 0.39339 3.32440 -0.18905 0.10
O 3.20291 2.32396 0.73475 0.05
H -4.95661 0.81231 0.83588 0.10
H -4.13203 2.47342 -0.79320 0.10
H -3.40122 -0.86757 1.76396 0.10
H -1.76119 2.43442 -1.50537 0.11
H -1.05144 -0.88139 1.09687 0.10
H 3.66150 -1.01626 -0.69354 0.09
H 4.06266 -0.08493 0.75545 0.09
H 2.98860 -1.49516 0.86527 0.09
H 1.44166 -1.80775 -1.65302 0.09
H 0.72307 -2.24541 -0.09077 0.09
H -0.29065 -1.53861 -1.36692 0.10
H 2.95566 3.25210 0.81488 0.11
```

## Properties
- HOMO: -7.6 eV
- Energy above the lowest of the compared OMol25 structures with the same formula, charge and spin: 64.75 kcal per mole
- SMILES string: Cc1c(O)c(=O)n(-c2ccccc2)n1C
- LUMO energy: 0.6 eV
- Orbital gap: 8.18 eV
- E_tot: -686.300701 a.u.

=====

Entry 7:
Computed, not measured: the molecule C10H9N in a non-equilibrium geometry, with ωB97M-V/def2-TZVPD.

Structure (XYZ):
```
20
Properties=species:S:1:pos:R:3:lowdin_charge:R:1
C -2.77435 0.82319 -0.01410 -0.06
C -2.81450 -0.61356 0.08996 -0.06
C -1.51857 1.47941 -0.10090 0.00
C -1.63219 -1.36142 0.09094 -0.05
C -0.39792 0.64576 0.03725 -0.17
C -0.43579 -0.71631 0.05039 -0.24
C 0.94518 1.25588 0.11396 -0.20
C 1.96536 -0.29056 0.00131 -0.11
C 3.32210 -0.42239 -0.15260 0.02
C 0.87234 -1.45214 0.08619 -0.09
N 1.36055 2.40075 0.25221 0.16
H -3.78895 1.35912 -0.08897 0.12
H -3.85015 -1.09513 0.15527 0.12
H -1.49428 2.45207 -0.35971 0.07
H -1.57741 -2.29715 -0.32868 0.09
H 3.64369 -1.42963 -0.14709 0.03
H 4.04428 0.37424 -0.24623 0.04
H 1.06785 -1.92658 1.00418 0.10
H 0.82114 -1.96402 -0.93920 0.15
H 2.24163 2.77848 0.49584 0.05
```

## Properties
- HOMO: -8.6 eV
- Energy above the lowest of the compared OMol25 structures with the same formula, charge and spin: 79.34 kcal per mole
- SMILES string: [H]/N=C1\C(=C)Cc2ccccc21
- LUMO energy: 0.3 eV
- Orbital gap: 8.90 eV
- E_tot: -441.093294 a.u.

=====

Entry 8:
Computed, not measured: a cluster of 2 separate species, C4H13NO3 in total in a non-equilibrium geometry, with ωB97M-V/def2-TZVPD.

Structure (XYZ):
```
21
Properties=species:S:1:pos:R:3:lowdin_charge:R:1
C 0.46767 0.69113 1.02224 -0.21
O 1.64464 0.38104 0.31071 -0.06
C -0.59026 1.30803 0.06880 -0.31
C -1.47494 0.28074 -0.69801 -0.36
C -0.68825 -0.74779 -1.46584 -0.04
O -2.24062 -0.44458 0.31296 -0.07
N -1.53705 2.16548 0.82409 0.03
H 0.06958 -0.26150 1.41979 0.12
H 0.66015 1.34771 1.85924 0.12
H 1.66598 -0.53340 0.06470 0.04
H -0.06976 2.03331 -0.56490 0.14
H -2.33521 0.70221 -1.23016 0.15
H -1.21873 -1.35735 -2.17620 0.08
H 0.07199 -0.14512 -2.00042 0.10
H -0.16002 -1.34373 -0.70891 0.08
H -1.69116 -0.87930 0.94245 0.05
H -1.33688 2.31804 1.80226 0.06
H -2.48813 1.90856 0.66268 0.05
H 3.81854 -2.23935 -0.92275 0.04
H 3.89811 -2.96728 0.48500 0.05
O 3.53435 -2.21687 -0.00773 -0.05
```

## Properties
- HOMO: -8.8 eV
- Energy above the lowest of the compared OMol25 structures with the same formula, charge and spin: 47.54 kcal per mole
- SMILES string: C[C@@H](O)[C@@H](N)CO.O
- LUMO energy: 0.5 eV
- Orbital gap: 9.27 eV
- E_tot: -440.639438 a.u.

=====

Q: Which value of E_tot does entry 5 give?
A: -1235.023459 a.u.